# 1
{
  "formula": "C4H13N2",
  "method": "ωB97M-V/def2-TZVPD",
  "symbols": ["C", "C", "C", "N", "H", "H", "H", "H", "H", "H", "H", "H", "H", "C", "N", "H", "H", "H", "H"],
  "xyz": [[-0.81021, 1.20796, 0.70805], [-0.49328, -0.10136, 1.47011], [1.00861, -0.32994, 1.68027], [-1.86637, 1.01163, -0.27948], [0.12255, 1.48686, 0.18272], [-1.10367, 1.98653, 1.40820], [-0.90823, -0.91772, 0.86920], [-1.00475, -0.10546, 2.43121], [1.43124, 0.41676, 2.35057], [1.50785, -0.25765, 0.71112], [1.21087, -1.31393, 2.10357], [-2.18968, 1.90689, -0.64160], [-1.44698, 0.54620, -1.08088], [0.75748, -1.33605, -1.90316], [0.74145, 0.02586, -1.63883], [0.65542, -1.99324, -1.03999], [1.46041, -1.77049, -2.61033], [1.20747, 0.51025, -2.42843], [-0.28017, -0.97309, -2.29232]],
  "atomic_forces_ev_per_a": [[-0.06, -0.61, 0.27], [0.28, 0.02, -0.37], [-0.56, 0.06, 0.02], [0.87, 0.50, -0.31], [0.02, 0.32, 0.22], [0.10, 0.18, -0.16], [-0.06, -0.09, 0.18], [-0.14, -0.07, -0.05], [0.10, 0.04, -0.08], [0.30, 0.03, 0.05], [-0.02, 0.03, 0.00], [-0.27, -0.08, 0.24], [-0.34, -0.29, 0.02], [1.91, 0.73, 1.22], [-0.26, -1.24, -0.43], [-0.92, 0.21, 0.13], [-0.34, 0.32, -0.64], [-0.17, 0.11, 0.05], [-0.43, -0.20, -0.36]],
  "e_above_lowest_ev": 6.4890,
  "orbital_gap_ev": 4.96,
  "charge": 1,
  "homo_ev": -13.4791,
  "e_tot_ha": -269.26222
}


# 2
{
  "formula": "C20H17N3O5SW",
  "method": "ωB97M-V/def2-TZVPD",
  "symbols": ["W", "O", "C", "O", "C", "C", "C", "C", "C", "O", "C", "C", "O", "O", "H", "H", "H", "H", "H", "H", "H", "H", "N", "C", "C", "C", "C", "C", "C", "S", "N", "C", "C", "C", "C", "C", "C", "N", "H", "H", "H", "H", "H", "H", "H", "H", "H"],
  "xyz": [[0.29391, -0.38405, 0.52786], [-0.35803, 1.66064, 0.09511], [-1.31668, 0.84805, 0.22382], [-1.20268, -0.21771, -0.66841], [-2.32409, 0.76069, 1.34923], [-2.76683, -0.70594, 1.35627], [-3.77639, -1.03889, 2.44099], [-2.90256, -1.09903, 3.70913], [-1.56509, -0.63510, 3.17692], [-1.47634, -1.27174, 1.84936], [-1.60296, 0.85266, 2.75810], [-0.16812, 1.32633, 2.77698], [0.30514, 2.28950, 3.24352], [0.69576, 0.32010, 2.19324], [-3.12419, 1.49156, 1.24372], [-2.98343, -1.11383, 0.37757], [-4.26376, -1.98856, 2.23600], [-4.55130, -0.27525, 2.48968], [-2.82420, -2.11258, 4.09660], [-3.25190, -0.45659, 4.51483], [-0.70047, -0.92056, 3.76679], [-2.16607, 1.48005, 3.44427], [4.14572, -1.00930, -0.80950], [4.99880, 0.10815, -0.53840], [6.35984, -0.09568, -0.41862], [7.17520, 0.97797, -0.08578], [6.61840, 2.22385, 0.15586], [5.24315, 2.41217, 0.06038], [4.43582, 1.35292, -0.31188], [2.71856, 1.60907, -0.61499], [2.12175, 0.01074, -0.26645], [2.86549, -1.06584, -0.50856], [2.19556, -2.39943, -0.38999], [2.77510, -3.59748, -0.73494], [2.03414, -4.77138, -0.60744], [0.74072, -4.71616, -0.12167], [0.22180, -3.48535, 0.23099], [0.92795, -2.35286, 0.09583], [4.62902, -1.87371, -1.00346], [6.78777, -1.07807, -0.58278], [8.24320, 0.83299, -0.00740], [7.25147, 3.05839, 0.42275], [4.80838, 3.38413, 0.25468], [3.78188, -3.65876, -1.12311], [2.47482, -5.71832, -0.88983], [0.13956, -5.60687, -0.01030], [-0.77302, -3.37220, 0.64012]],
  "atomic_forces_ev_per_a": [[0.16, 0.05, 0.65], [0.00, 0.13, 0.06], [-0.09, 0.07, 0.01], [0.03, 0.00, -0.02], [-0.03, 0.00, -0.03], [0.01, 0.03, 0.01], [-0.01, -0.01, 0.00], [0.01, -0.01, -0.01], [-0.02, 0.06, 0.05], [-0.24, -0.03, -0.15], [0.00, -0.02, 0.00], [0.10, 0.01, -0.09], [-0.02, 0.00, 0.03], [-0.12, -0.08, -0.21], [0.00, 0.00, -0.01], [0.00, 0.00, 0.00], [0.00, 0.00, 0.00], [0.00, 0.00, 0.00], [0.00, 0.00, 0.00], [0.00, 0.00, 0.00], [0.01, -0.01, -0.01], [0.01, 0.00, 0.01], [0.01, -0.04, 0.04], [0.03, 0.06, 0.01], [-0.01, -0.05, -0.01], [-0.01, 0.05, 0.01], [0.01, -0.03, -0.01], [0.01, 0.02, 0.01], [-0.03, -0.03, -0.01], [-0.09, 0.02, -0.12], [0.10, -0.11, -0.07], [0.03, 0.11, -0.09], [0.07, -0.05, -0.06], [0.05, 0.01, -0.07], [-0.04, -0.01, 0.02], [0.03, -0.02, -0.02], [-0.07, 0.06, 0.06], [0.13, -0.15, 0.03], [0.00, 0.00, 0.00], [0.00, 0.00, 0.00], [0.00, 0.00, 0.00], [0.00, 0.00, 0.00], [0.00, 0.00, 0.00], [0.00, 0.02, 0.00], [0.00, 0.00, 0.00], [0.00, 0.00, 0.00], [0.00, -0.01, 0.00]],
  "e_above_lowest_ev": 0.1110,
  "orbital_gap_ev": 6.02,
  "charge": 2,
  "homo_ev": -14.0773,
  "e_tot_ha": -1777.57525
}


# 3
{
  "formula": "C7H14O",
  "method": "ωB97M-V/def2-TZVPD",
  "symbols": ["C", "C", "C", "C", "C", "O", "C", "C", "H", "H", "H", "H", "H", "H", "H", "H", "H", "H", "H", "H", "H", "H"],
  "xyz": [[2.40610, -0.13360, 0.68178], [1.33814, 0.21731, -0.31919], [0.32707, 1.31667, 0.04516], [-0.77499, 0.55300, -0.69973], [-2.35676, 0.60513, -0.01810], [-0.93897, 0.99604, -2.03516], [-0.16183, -0.79749, -0.46368], [-0.40764, -1.60618, 0.78938], [3.37450, 0.28682, 0.39448], [2.20421, 0.20029, 1.70781], [2.55611, -1.21394, 0.78050], [1.77034, 0.36649, -1.31426], [0.14505, 1.39846, 1.12111], [0.54145, 2.30993, -0.36039], [-3.01659, -0.07418, -0.56235], [-2.35366, 0.37862, 1.04897], [-2.70257, 1.63252, -0.15104], [-0.34882, 0.49371, -2.61715], [-0.18780, -1.44521, -1.34622], [-1.38284, -2.10079, 0.74438], [0.34072, -2.39860, 0.88694], [-0.37120, -0.98500, 1.68672]],
  "atomic_forces_ev_per_a": [[0.45, -0.46, 0.46], [-1.99, -1.59, 0.27], [-0.03, 0.28, -0.78], [-4.53, 0.72, 2.51], [2.55, 0.71, -1.27], [0.40, -0.68, -0.01], [3.78, 0.71, -0.86], [-0.24, 0.24, -0.08], [-0.07, 0.03, 0.04], [-0.21, 0.15, -0.29], [0.01, 0.01, -0.24], [-0.26, -0.09, 0.13], [0.05, -0.18, -0.14], [-0.11, -0.03, 0.13], [0.20, 0.02, 0.02], [0.17, -0.10, -0.12], [-0.11, -0.10, -0.02], [-0.14, 0.14, 0.19], [0.09, 0.02, 0.02], [0.01, 0.11, 0.08], [0.00, 0.17, -0.05], [-0.02, -0.07, 0.00]],
  "e_above_lowest_ev": 1.8720,
  "orbital_gap_ev": 9.96,
  "homo_ev": -8.9773,
  "e_tot_ha": -350.29067,
  "smiles": "C[C@@H]1C[C@@](C)(O)[C@@H]1C"
}


# 4
{
  "formula": "C15H14ClN3O3S",
  "method": "ωB97M-V/def2-TZVPD",
  "symbols": ["O", "C", "C", "N", "S", "O", "O", "C", "C", "C", "C", "C", "C", "N", "N", "C", "C", "C", "C", "C", "Cl", "C", "C", "H", "H", "H", "H", "H", "H", "H", "H", "H", "H", "H", "H", "H", "H"],
  "xyz": [[-3.53779, 0.63310, 2.24635], [-2.57109, 0.41328, 1.56315], [-1.12843, 0.51663, 2.09708], [-0.26699, -0.48113, 1.51242], [0.96313, -0.02138, 0.49570], [1.40721, -1.21314, -0.15830], [0.43497, 1.05677, -0.28997], [2.24323, 0.59932, 1.57557], [3.09493, -0.30388, 2.18040], [4.05592, 0.16400, 3.06126], [4.14582, 1.52238, 3.32631], [3.28696, 2.41816, 2.70885], [2.32566, 1.95439, 1.82493], [-2.57419, 0.08271, 0.24524], [-3.71501, -0.12087, -0.43954], [-3.69917, -0.49264, -1.65391], [-2.55225, -0.76582, -2.52924], [-2.58897, -1.90221, -3.33987], [-1.51643, -2.23745, -4.14086], [-0.39291, -1.42298, -4.14845], [0.95556, -1.84438, -5.13806], [-0.34860, -0.27040, -3.38202], [-1.42554, 0.05630, -2.57945], [-1.15075, 0.46579, 3.18826], [-0.74728, 1.49660, 1.79613], [-0.12651, -1.33372, 2.02301], [3.00425, -1.35092, 1.93774], [4.73337, -0.52730, 3.53858], [4.89458, 1.88530, 4.01415], [3.36683, 3.47484, 2.91281], [1.65367, 2.62436, 1.31250], [-1.66800, -0.07767, -0.19798], [-4.68255, -0.68173, -2.06609], [-3.46286, -2.53700, -3.32273], [-1.54552, -3.12270, -4.75677], [0.52109, 0.36602, -3.39884], [-1.38631, 0.97740, -2.01835]],
  "atomic_forces_ev_per_a": [[-0.06, 0.08, 0.15], [0.23, 0.01, 0.25], [-0.40, 0.34, 0.07], [0.74, 0.25, -0.58], [-0.25, -0.56, 0.41], [0.23, -0.02, 0.35], [0.09, 0.31, 0.29], [-0.41, -0.13, -0.48], [0.13, -0.17, 0.04], [-0.08, -0.05, -0.03], [0.01, 0.05, 0.01], [-0.01, -0.03, 0.01], [-0.06, 0.19, -0.06], [0.76, -0.13, -0.81], [-0.78, 0.10, 0.34], [-0.03, 0.02, 0.06], [0.39, -0.04, -0.12], [0.02, 0.16, 0.16], [0.09, 0.01, -0.06], [-0.23, 0.11, 0.16], [0.19, -0.06, -0.14], [0.06, -0.10, -0.07], [-0.23, -0.08, -0.09], [-0.04, -0.02, -0.16], [-0.14, 0.04, 0.19], [0.16, -0.25, -0.03], [0.08, -0.16, 0.02], [0.05, -0.07, 0.02], [0.06, 0.03, 0.05], [0.00, 0.09, 0.00], [-0.04, 0.14, -0.03], [-0.45, -0.02, 0.13], [-0.11, 0.00, -0.04], [-0.09, -0.06, -0.01], [0.03, -0.07, -0.05], [0.12, 0.03, -0.04], [-0.02, 0.03, 0.09]],
  "e_above_lowest_ev": 0.9756,
  "orbital_gap_ev": 8.98,
  "homo_ev": -8.6912,
  "e_tot_ha": -1828.34190,
  "smiles": "O=C(CNS(=O)(=O)c1ccccc1)N/N=C\\c1ccc(Cl)cc1"
}